# 1
Computed, not measured: a structure of composition C14H23AuFN3OSi, with wB97M-V/def2-TZVPD.

Calculated values
expectation value of S² = 2.047
orbital gap (spin up / spin down) = 9.4480 / 7.1346 eV

Geometry as ORCA input:
```
! wB97M-V def2-TZVPD RIJCOSX def2/J DEFGRID3
* xyz 2 3
Au 0.28 0.60 -1.46
C 0.79 2.31 1.15
Si 0.55 0.61 1.86
C -0.67 0.70 3.24
C 2.13 -0.27 2.25
N -0.20 -0.37 0.48
C -0.90 -1.50 0.55
C -0.97 -2.26 1.76
C -1.67 -3.43 1.83
C -2.36 -3.91 0.71
C -2.34 -3.20 -0.49
C -1.63 -2.04 -0.56
F -1.63 -1.34 -1.71
H 1.16 2.95 1.96
H -0.15 2.74 0.82
H 1.53 2.38 0.34
H -0.45 1.60 3.82
H -0.62 -0.14 3.93
H -1.70 0.79 2.88
H 2.65 0.27 3.05
H 2.80 -0.34 1.40
H 1.94 -1.28 2.62
H -0.43 -1.90 2.63
H -1.70 -3.99 2.76
H -2.92 -4.83 0.77
H -2.88 -3.55 -1.37
C -3.12 3.36 -2.05
C -1.71 2.87 -2.18
O -1.58 1.56 -1.51
H -3.21 4.33 -2.54
H -3.41 3.48 -1.00
H -3.83 2.69 -2.54
H -1.00 3.51 -1.67
H -1.41 2.75 -3.22
H -2.30 0.98 -1.79
N 2.47 -1.38 -2.09
C 3.80 -1.55 -2.14
C 4.39 -0.38 -1.73
C 3.33 0.49 -1.46
N 2.17 -0.13 -1.68
H 1.75 -2.03 -2.36
H 4.22 -2.49 -2.46
H 5.44 -0.17 -1.66
H 3.36 1.51 -1.12
*
```

Atomic partial charges in e from the natural (NBO) method, atoms 1 to 5: number 1, Au, carries 1.0806; number 2, C, carries -1.1559; number 3, Si, carries 1.7683; number 4, C, carries -1.1465; number 5, C, carries -1.1414

# 2
Computed, not measured: a cluster of 12 separate species, C37H73O17S in total, with wB97M-V/def2-TZVPD.

Calculated values
orbital gap = 6.1586 eV

Geometry as ORCA input:
```
! wB97M-V def2-TZVPD RIJCOSX def2/J DEFGRID3
* xyz -1 1
C 1.15 4.45 2.32
C 1.44 3.13 1.44
C 0.83 1.91 2.23
O -0.60 1.89 1.94
O -1.31 2.28 3.06
S -2.47 3.40 2.48
O -2.19 4.63 3.25
O -3.93 2.77 2.96
C -4.90 3.07 1.93
O -5.56 2.18 1.38
O -5.04 4.32 1.64
H 2.08 4.96 2.67
H 0.56 4.13 3.23
H 0.48 5.09 1.69
H 2.54 3.06 1.25
H 0.93 3.19 0.44
H 0.94 2.02 3.35
H 1.22 0.90 1.89
C -2.72 7.33 5.53
C -2.37 6.82 6.90
O -1.44 7.29 7.54
C -3.22 5.71 7.46
H -2.04 8.13 5.26
H -2.63 6.52 4.80
H -3.73 7.73 5.53
H -3.15 4.83 6.81
H -4.26 6.03 7.54
H -2.85 5.44 8.45
C 5.26 1.11 -1.21
C 4.59 2.45 -1.09
O 3.46 2.54 -0.66
C 5.36 3.67 -1.53
H 4.58 0.34 -0.86
H 5.51 0.91 -2.26
H 6.16 1.09 -0.60
H 5.62 3.58 -2.59
H 6.27 3.76 -0.93
H 4.75 4.56 -1.39
C 0.42 5.25 11.80
C 1.35 6.25 11.17
O 2.55 6.10 11.21
C 0.73 7.44 10.49
H 1.00 4.45 12.26
H -0.18 5.73 12.58
H -0.24 4.82 11.04
H 0.15 8.02 11.22
H 0.09 7.11 9.67
H 1.51 8.08 10.09
C -3.11 10.45 7.63
C -4.02 10.63 6.44
O -4.13 9.77 5.59
C -4.78 11.93 6.34
H -2.63 9.48 7.57
H -2.34 11.22 7.63
H -3.69 10.50 8.55
H -4.08 12.77 6.28
H -5.44 12.04 7.20
H -5.39 11.92 5.44
C 5.01 -2.30 -3.08
C 5.33 -2.80 -1.69
O 6.29 -2.39 -1.08
C 4.41 -3.83 -1.11
H 5.75 -1.56 -3.38
H 5.03 -3.13 -3.79
H 4.02 -1.83 -3.08
H 4.41 -4.73 -1.73
H 3.40 -3.43 -1.02
H 4.76 -4.11 -0.11
C 2.62 -7.41 -4.00
C 2.86 -5.92 -4.11
O 3.89 -5.42 -3.71
C 1.78 -5.09 -4.74
H 3.48 -7.88 -3.52
H 1.74 -7.59 -3.38
H 2.48 -7.84 -4.99
H 0.86 -5.18 -4.16
H 1.60 -5.42 -5.77
H 2.09 -4.05 -4.76
C -2.14 -4.95 -8.21
C -0.66 -5.21 -8.30
O -0.14 -6.12 -7.69
C 0.15 -4.30 -9.18
H -2.60 -5.68 -7.55
H -2.32 -3.95 -7.81
H -2.60 -5.04 -9.20
H 0.07 -3.27 -8.82
H -0.20 -4.36 -10.21
H 1.20 -4.60 -9.15
C -5.62 -7.58 -6.30
C -5.62 -6.27 -7.04
O -4.69 -5.95 -7.75
C -6.83 -5.39 -6.88
H -4.69 -8.12 -6.51
H -5.68 -7.40 -5.22
H -6.46 -8.20 -6.63
H -6.95 -5.11 -5.83
H -7.72 -5.91 -7.23
H -6.70 -4.48 -7.47
C 7.46 -0.12 2.04
C 6.47 0.97 2.36
O 5.61 1.29 1.57
C 6.59 1.65 3.70
H 7.25 -0.52 1.05
H 8.47 0.28 2.05
H 7.36 -0.93 2.77
H 7.57 2.13 3.78
H 6.46 0.92 4.50
H 5.81 2.41 3.79
C 1.59 -0.14 -1.92
C 0.96 -1.25 -1.12
O 1.51 -2.33 -0.98
C -0.38 -0.98 -0.49
H 2.55 -0.48 -2.32
H 0.94 0.12 -2.76
H 1.75 0.73 -1.29
H -1.12 -0.75 -1.27
H -0.30 -0.14 0.21
H -0.71 -1.86 0.05
C -5.38 -12.60 -6.11
C -6.07 -11.82 -7.20
O -7.28 -11.77 -7.27
C -5.20 -11.10 -8.19
H -6.12 -13.07 -5.47
H -4.76 -13.39 -6.56
H -4.76 -11.94 -5.51
H -4.57 -11.81 -8.73
H -4.57 -10.36 -7.68
H -5.83 -10.57 -8.91
*
```

Atomic partial charges in e from the Mulliken method, atoms 1 to 5: number 1, C, carries -1.0064; number 2, C, carries 0.3049; number 3, C, carries -0.5781; number 4, O, carries -0.1225; number 5, O, carries -0.2847

# 3
Computed, not measured: a structure of composition C17H22NO5Si2Y, with wB97M-V/def2-TZVPD.

Calculated values
orbital gap = 7.2749 eV

Geometry as ORCA input:
```
! wB97M-V def2-TZVPD RIJCOSX def2/J DEFGRID3
* xyz 0 1
Y 0.24 1.58 -0.75
O -3.82 2.92 -5.31
C -3.03 2.76 -4.42
C -3.35 2.45 -2.95
O -4.45 2.33 -2.46
C -2.04 2.28 -2.32
C -1.00 2.47 -3.20
O 0.25 2.37 -2.81
C -1.49 2.76 -4.56
O -0.86 2.94 -5.56
O -1.79 1.99 -1.04
C 2.72 -1.35 2.77
Si 2.15 -0.06 1.53
C 3.43 0.00 0.14
C 2.24 1.62 2.39
C 0.49 -0.27 0.77
C 0.52 -1.22 -0.37
C 0.59 -2.62 -0.34
C 0.60 -3.32 -1.52
C 0.53 -2.66 -2.74
C 0.47 -1.28 -2.73
N 0.47 -0.60 -1.57
Si -1.02 -0.36 1.83
C -0.94 -1.54 3.29
C -2.48 -0.92 0.79
C -1.41 1.36 2.50
H 3.74 -1.13 3.10
H 2.73 -2.34 2.32
H 2.08 -1.39 3.65
H 4.43 0.19 0.53
H 3.25 0.78 -0.61
H 3.46 -0.94 -0.42
H 3.27 1.85 2.70
H 1.62 1.66 3.29
H 1.93 2.47 1.77
H 0.63 -3.12 0.62
H 0.65 -4.41 -1.51
H 0.53 -3.19 -3.68
H 0.42 -0.68 -3.63
H -0.68 -2.55 2.96
H -1.92 -1.59 3.78
H -0.21 -1.24 4.05
H -2.29 -1.90 0.34
H -2.75 -0.23 -0.01
H -3.35 -1.03 1.43
H -0.68 1.69 3.24
H -2.39 1.36 2.99
H -1.50 2.14 1.73
*
```

Atomic partial charges in e from the natural (NBO) method, atoms 1 to 5: number 1, Y, carries 2.3120; number 2, O, carries -0.4509; number 3, C, carries 0.3982; number 4, C, carries 0.3933; number 5, O, carries -0.5042

# 4
Computed, not measured: an isolated molecule of C5H10O, with wB97M-V/def2-TZVPD.

Calculated values
orbital gap = 9.4728 eV
SMILES string = C[C@H](O)C1CC1

Geometry as ORCA input:
```
! wB97M-V def2-TZVPD RIJCOSX def2/J DEFGRID3
* xyz 0 1
C 1.65 1.03 -0.26
C 0.85 -0.15 0.25
O 0.73 -1.06 -0.83
C -0.61 0.10 0.78
C -1.43 0.34 -0.43
C -1.16 -1.25 0.51
H 2.60 0.65 -0.66
H 1.86 1.77 0.51
H 1.12 1.52 -1.10
H 1.40 -0.66 1.05
H -0.11 -0.79 -1.26
H -0.72 0.64 1.72
H -2.51 0.39 -0.37
H -1.04 1.11 -1.13
H -2.18 -1.57 0.49
H -0.46 -2.08 0.73
*
```

Atomic partial charges in e from the natural (NBO) method, atoms 1 to 5: number 1, C, carries -0.6269; number 2, C, carries 0.0967; number 3, O, carries -0.7352; number 4, C, carries -0.3280; number 5, C, carries -0.4711

# 5
Computed, not measured: a cluster of 2 separate species, C3HN2O3P in total, with wB97M-V/def2-TZVPD.

Calculated values
orbital gap = 6.7837 eV

Geometry as ORCA input:
```
! wB97M-V def2-TZVPD RIJCOSX def2/J DEFGRID3
* xyz -2 1
C -1.29 0.57 0.79
C -0.91 -0.96 -0.84
C -0.36 -0.29 0.24
N -2.22 1.22 1.09
N -1.23 -1.74 -1.65
O 2.18 -0.66 -0.48
O 1.14 1.42 -1.43
O 1.52 1.37 1.07
P 1.44 0.59 -0.23
H -0.27 -1.52 1.44
*
```

Atomic partial charges in e from the natural (NBO) method, atoms 1 to 5: number 1, C, carries 0.3284; number 2, C, carries 0.3102; number 3, C, carries -0.6392; number 4, N, carries -0.4645; number 5, N, carries -0.4442

In the order shown, the computed maximum force values come out to 0.10, 6.05, 0.49, 1.37, 4.45 eV/A.